Entry A
Computed, not measured: an isolated ion of composition C7H12N3 and charge +1, with wB97M-V/def2-TZVPD.

XYZ file:
```
22
Properties=species:S:1:pos:R:3
C 1.56 -2.19 -0.47
C 0.89 -1.11 -0.79
N -0.31 -0.59 0.00
N -1.58 -1.30 -0.11
C -2.28 -0.95 -1.30
N -2.06 0.07 -1.94
C -1.16 1.08 -1.68
C -0.55 0.80 -0.32
C -0.21 1.73 0.54
C 0.54 1.53 1.84
H 2.35 -2.75 -0.95
H 1.62 -2.69 0.52
H 0.96 -0.82 -1.79
H 0.01 -0.54 0.92
H -1.61 -2.27 0.25
H -3.20 -1.66 -1.57
H -1.56 2.06 -1.69
H -0.31 1.03 -2.45
H -0.34 2.74 0.18
H 0.48 2.36 2.54
H 1.73 1.62 1.79
H 0.35 0.54 2.24
```

Its charge is +1. The molar mass comes out at 138.2 g mol⁻¹. As for the SMILES: C=C[N@@H+]1NC=NC/C1=C/C. The spin multiplicity is 1. The calculation puts the orbital gap at 9.8 eV.


Entry B
Computed, not measured: C7H12N3 as an isolated structure, with wB97M-V/def2-TZVPD.

XYZ file:
```
22
Properties=species:S:1:pos:R:3
C 1.29 1.71 1.33
C 1.55 0.40 1.03
C -0.57 1.00 0.65
C -1.88 0.50 0.15
C -0.53 -1.53 -0.25
C 2.78 -0.33 1.16
C -1.21 -0.08 -2.06
N 0.00 2.08 1.10
N 0.33 -0.02 0.53
N -1.57 -0.63 -0.81
H 2.06 2.52 1.49
H -2.63 0.22 0.89
H -2.58 1.30 -0.30
H 0.07 -2.20 -0.85
H -1.06 -2.06 0.48
H 2.99 -1.13 0.34
H 3.78 0.36 1.14
H 2.80 -1.06 1.99
H -0.82 -1.00 -2.54
H -2.00 0.48 -2.64
H -0.29 0.57 -1.97
H -2.54 -1.10 -0.87
```

Its charge is +1. The molar mass comes out at 138.2 g mol⁻¹. The spin multiplicity is 1. The calculation puts the orbital gap at 7.9 eV.


Most stable one: entry B, least stable one: entry A.


Entry A
Computed, not measured: C3H7NO as an isolated structure, with wB97M-V/def2-TZVPD.

XYZ file:
```
12
Properties=species:S:1:pos:R:3
O -2.13 0.26 0.79
C -1.37 0.08 -0.13
C 0.14 0.18 0.14
C 1.02 -0.29 -0.98
N 0.55 0.01 1.46
H -1.71 -0.46 -1.03
H -0.62 1.08 -0.42
H 2.05 -0.10 -0.68
H 0.87 -1.33 -1.26
H 0.90 0.40 -1.82
H 0.41 0.83 2.05
H -0.10 -0.66 1.88
```

Its charge is +1. The molar mass comes out at 73.1 g mol⁻¹. The spin multiplicity is 2. The calculation puts the orbital gap (alpha / beta) at 10.2 / 7.6 eV.


Entry B
Computed, not measured: a 2-piece molecular cluster, C3H7NO overall, with wB97M-V/def2-TZVPD.

XYZ file:
```
12
Properties=species:S:1:pos:R:3
C 0.36 -2.16 2.00
C -0.44 -1.06 1.74
H 1.41 -1.99 2.16
H -0.15 -3.13 2.09
H -0.05 -0.29 1.06
H -1.47 -0.99 2.05
C 0.55 1.19 -1.90
N -0.50 2.05 -1.93
O 0.48 -0.02 -1.89
H 1.52 1.71 -1.87
H -1.42 1.68 -1.74
H -0.28 3.02 -1.78
```

Its charge is +1. The molar mass comes out at 73.1 g mol⁻¹. The spin multiplicity is 2. The calculation puts the orbital gap (alpha / beta) at 6.6 / 3.8 eV.


Entry C
Computed, not measured: a 2-piece molecular cluster, C3H7NO overall, with wB97M-V/def2-TZVPD.

XYZ file:
```
12
Properties=species:S:1:pos:R:3
C 0.25 -2.18 2.04
C 0.21 -1.19 1.18
H 0.94 -2.15 2.86
H -0.39 -3.05 1.95
H 0.91 -0.36 1.13
H -0.39 -1.25 0.27
C -0.75 1.58 -1.28
N 0.36 2.03 -1.84
O -1.69 1.06 -1.90
H -0.97 1.71 -0.21
H 0.29 1.92 -2.85
H 1.23 1.90 -1.34
```

Its charge is +1. The molar mass comes out at 73.1 g mol⁻¹. The spin multiplicity is 2. The calculation puts the orbital gap (alpha / beta) at 7.9 / 3.4 eV.


Most stable one: entry B, least stable one: entry A.


Entry A
Computed, not measured: CH5NS as an isolated structure, with wB97M-V/def2-TZVPD.

XYZ file:
```
8
Properties=species:S:1:pos:R:3
C 0.01 -0.51 -0.61
N -0.01 -0.28 0.82
S -0.61 1.92 1.22
H -0.92 -0.72 -1.12
H 0.51 0.45 -0.87
H 0.56 -1.50 -0.71
H -0.66 -0.95 1.36
H -0.09 2.11 2.35
```

The molar mass comes out at 63.1 g mol⁻¹. The spin multiplicity is 1. The calculation puts the orbital gap (alpha / beta) at 8.2 / 8.1 eV.


Entry B
Computed, not measured: a 2-piece molecular cluster, CH5NS overall, with wB97M-V/def2-TZVPD.

XYZ file:
```
8
Properties=species:S:1:pos:R:3
C -1.19 2.24 2.94
N -1.28 3.45 2.59
H -1.32 1.42 2.23
H -0.96 2.01 3.98
H -1.48 3.52 1.59
S 1.89 -4.80 -4.54
H 1.85 -3.68 -5.27
H 2.50 -4.17 -3.53
```

The molar mass comes out at 63.1 g mol⁻¹. As for the SMILES: C=N.S. The spin multiplicity is 1. The calculation puts the orbital gap at 10.8 eV.


Most stable one: entry B, least stable one: entry A.


Entry A
Computed, not measured: a single C2H3FN4 molecule, with wB97M-V/def2-TZVPD.

XYZ file:
```
10
Properties=species:S:1:pos:R:3
F -2.00 0.93 -0.88
C -1.56 0.21 0.20
C -0.12 -0.08 0.05
N 0.32 -1.11 -0.71
N 1.64 -1.06 -0.67
N 1.90 0.00 0.04
N 0.89 0.67 0.49
H -2.08 -0.73 0.19
H -1.83 0.79 1.10
H 2.85 0.37 0.19
```

The molar mass comes out at 102.1 g mol⁻¹. As for the SMILES: FCc1nn[nH]n1. The spin multiplicity is 1. The calculation puts the orbital gap at 12.3 eV.


Entry B
Computed, not measured: a single C2H3FN4 molecule, with wB97M-V/def2-TZVPD.

XYZ file:
```
10
Properties=species:S:1:pos:R:3
N 1.95 -0.65 0.04
N 0.48 -0.42 -0.22
N -0.52 -1.40 -0.01
N -1.61 -0.84 0.12
C -1.50 0.56 -0.06
C -0.21 0.76 0.00
F 0.64 1.78 0.00
H 2.47 -1.54 -0.54
H 2.27 -0.64 1.23
H -2.28 1.43 0.21
```

The molar mass comes out at 102.1 g mol⁻¹. As for the SMILES: Nn1nncc1F. The spin multiplicity is 1. The calculation puts the orbital gap at 9.9 eV.


Most stable one: entry A, least stable one: entry B.


Entry A
Computed, not measured: a 2-piece molecular cluster, C6H14N3O overall, with wB97M-V/def2-TZVPD.

XYZ file:
```
24
Properties=species:S:1:pos:R:3
C 2.55 -0.16 -0.34
C 0.46 0.13 -0.28
C 3.80 -0.84 -0.39
C -1.70 0.94 -0.80
C -1.38 -0.46 1.30
C -1.10 -1.45 -0.96
N 2.29 1.07 -0.23
N 0.98 1.34 -0.22
N -0.97 -0.21 -0.12
O 1.34 -0.82 -0.36
H -0.78 2.94 1.70
H -0.21 2.75 1.27
H 3.57 -1.81 -0.01
H 4.50 -0.43 0.32
H 4.22 -0.77 -1.38
H -1.21 1.82 -0.28
H -1.48 0.84 -1.90
H -2.72 0.75 -0.64
H -0.61 -0.96 1.84
H -1.53 0.51 1.68
H -2.16 -1.22 1.10
H -2.09 -1.49 -1.42
H -0.40 -1.36 -1.93
H -0.87 -2.27 -0.32
```

Its charge is +1. The molar mass comes out at 144.2 g mol⁻¹. The spin multiplicity is 1. The calculation puts the orbital gap at 11.4 eV.


Entry B
Computed, not measured: an isolated ion of composition C6H14N3O and charge +1, with wB97M-V/def2-TZVPD.

XYZ file:
```
24
Properties=species:S:1:pos:R:3
C -2.39 -0.96 1.60
C -1.24 -0.79 0.90
N -1.13 -0.49 -0.50
C -0.08 0.01 -1.11
C 0.02 -0.05 -2.63
N 0.75 0.89 -0.59
C 1.93 1.05 -1.41
C 0.71 1.40 0.83
O 0.10 -1.18 1.30
N 0.17 -1.62 2.60
H -2.40 -1.49 2.54
H -3.39 -0.60 1.29
H -1.59 -1.13 -1.13
H 0.54 -0.93 -2.87
H -0.95 -0.13 -2.97
H 0.50 0.71 -3.10
H 1.71 1.79 -2.15
H 2.68 1.59 -0.74
H 2.38 0.19 -1.80
H 1.27 0.86 1.64
H 1.03 2.42 1.06
H -0.23 1.38 1.15
H -0.69 -2.10 2.87
H 0.26 -0.82 3.23
```

Its charge is +1. The molar mass comes out at 144.2 g mol⁻¹. As for the SMILES: C=C(/[NH+]=C(/C)N(C)C)ON. The spin multiplicity is 1. The calculation puts the orbital gap at 9.8 eV.


Most stable one: entry A, least stable one: entry B.


Entry A
Computed, not measured: C4H13N3 as an isolated structure, with wB97M-V/def2-TZVPD.

XYZ file:
```
20
Properties=species:S:1:pos:R:3
C 0.12 0.65 0.50
C 0.09 0.05 -0.81
C -1.86 -1.58 0.43
C 2.95 0.17 0.10
N -1.54 -0.30 -0.18
N 1.84 1.06 -0.11
N -2.64 0.54 -0.44
H 2.10 2.04 -0.06
H -2.61 0.93 -1.37
H -2.93 1.13 0.34
H -0.30 1.64 0.63
H 0.33 0.05 1.37
H -0.08 0.68 -1.67
H 0.54 -0.93 -0.94
H -2.32 -1.46 1.42
H -2.55 -2.15 -0.20
H -0.95 -2.17 0.54
H 3.41 0.24 1.10
H 3.76 0.28 -0.64
H 2.62 -0.88 -0.01
```

The molar mass comes out at 103.2 g mol⁻¹. The spin multiplicity is 1. The calculation puts the orbital gap at 8.0 eV.


Entry B
Computed, not measured: a 2-piece molecular cluster, C4H13N3 overall, with wB97M-V/def2-TZVPD.

XYZ file:
```
20
Properties=species:S:1:pos:R:3
C -0.41 0.14 -0.17
C -0.26 -0.95 0.75
C 0.23 0.10 -1.53
C -0.90 1.49 0.29
N 1.23 -0.12 1.15
N 2.42 -0.53 0.54
N -2.08 -1.02 -0.31
H 1.27 0.56 1.91
H 3.00 0.26 0.26
H 2.97 -1.12 1.16
H -2.82 -0.33 -0.37
H -1.99 -1.45 -1.22
H -0.81 -0.94 1.68
H 0.11 -1.89 0.36
H -0.47 0.47 -2.28
H -1.69 1.84 -0.38
H 0.53 -0.91 -1.81
H 1.11 0.74 -1.56
H -0.10 2.22 0.24
H -1.30 1.45 1.30
```

The molar mass comes out at 103.2 g mol⁻¹. The spin multiplicity is 1. The calculation puts the orbital gap at 8.3 eV.


Most stable one: entry B, least stable one: entry A.


Entry A
Computed, not measured: a 2-piece molecular cluster, C4H13N3 overall, with wB97M-V/def2-TZVPD.

XYZ file:
```
20
Properties=species:S:1:pos:R:3
C -1.44 1.30 -1.20
N 0.02 -0.94 -0.85
C -0.48 -1.92 -0.05
C 0.51 -2.05 1.52
N 1.11 -0.78 1.50
C -0.15 1.98 -1.31
N 0.48 2.23 0.20
H -1.72 0.67 -2.04
H -2.23 1.99 -0.89
H -0.58 -0.05 -0.95
H -1.45 -1.85 0.44
H -0.39 -2.86 -0.60
H 1.13 -2.93 1.35
H -0.32 -2.23 2.20
H 1.09 -0.30 0.61
H 1.81 -0.45 2.14
H 0.68 1.34 -1.64
H -0.04 3.00 -1.64
H -0.04 3.09 0.37
H 0.09 1.53 0.84
```

The molar mass comes out at 103.2 g mol⁻¹. The spin multiplicity is 1. The calculation puts the orbital gap at 5.2 eV.


Entry B
Computed, not measured: a single C4H13N3 molecule, with wB97M-V/def2-TZVPD.

XYZ file:
```
20
Properties=species:S:1:pos:R:3
C 0.33 1.30 -1.07
C 0.58 -0.04 -0.39
N 1.41 0.07 0.76
N 1.48 -0.95 -1.34
C -0.64 -0.89 -0.16
C -1.73 -0.08 0.77
N -1.27 0.26 2.10
H -0.04 2.05 -0.36
H -0.39 1.21 -1.88
H 1.26 1.69 -1.49
H 1.81 1.00 0.83
H 2.21 -0.55 0.62
H 1.05 -1.02 -2.26
H 1.54 -1.90 -0.98
H -0.41 -1.82 0.36
H -1.15 -1.12 -1.10
H -2.58 -0.76 0.86
H -2.10 0.81 0.26
H -0.54 -0.40 2.39
H -0.80 1.16 2.09
```

The molar mass comes out at 103.2 g mol⁻¹. As for the SMILES: CC(N)(N)CCN. The spin multiplicity is 1. The calculation puts the orbital gap at 9.4 eV.


Most stable one: entry B, least stable one: entry A.


Entry A
Computed, not measured: a single C4H13N3 molecule, with wB97M-V/def2-TZVPD.

XYZ file:
```
20
Properties=species:S:1:pos:R:3
C 0.52 2.62 -0.63
N 0.43 1.18 -0.37
C 0.67 0.81 0.99
C 0.56 -0.70 1.28
N -0.47 -1.49 0.66
C -0.36 -1.70 -0.82
N -1.67 -1.63 -1.48
H 1.52 2.92 -0.34
H 0.32 2.91 -1.66
H -0.23 3.18 -0.06
H -0.46 0.89 -0.77
H -0.04 1.31 1.68
H 1.65 1.16 1.30
H 1.57 -1.16 1.18
H 0.40 -0.79 2.36
H -0.51 -2.41 1.06
H 0.31 -0.93 -1.17
H 0.10 -2.67 -1.01
H -2.12 -2.53 -1.28
H -2.17 -0.97 -0.91
```

The molar mass comes out at 103.2 g mol⁻¹. As for the SMILES: CNCCNCN. The spin multiplicity is 1. The calculation puts the orbital gap at 9.6 eV.


Entry B
Computed, not measured: a single C4H13N3 molecule, with wB97M-V/def2-TZVPD.

XYZ file:
```
20
Properties=species:S:1:pos:R:3
C 1.45 1.00 -0.73
N 0.02 1.13 -0.71
C -0.57 2.43 -0.29
N -0.63 0.21 0.65
N -0.56 -1.10 0.65
C -1.46 -1.66 -0.30
C 0.72 -1.87 0.86
H 1.81 0.17 -1.47
H 2.02 1.79 -1.24
H 1.92 0.71 0.27
H 0.00 2.89 0.60
H -0.60 3.07 -1.13
H -1.60 2.01 0.16
H -0.01 0.58 1.52
H -1.76 -2.70 -0.07
H -2.29 -0.99 -0.32
H -1.12 -1.72 -1.33
H 1.13 -1.10 1.37
H 0.32 -2.66 1.54
H 1.22 -2.19 -0.04
```

The molar mass comes out at 103.2 g mol⁻¹. As for the SMILES: CN(C)NN(C)C. The spin multiplicity is 1. The calculation puts the orbital gap at 8.9 eV.


Most stable one: entry A, least stable one: entry B.